Entry 1:
C4H9N5 as an isolated structure in a non-equilibrium geometry, computed with ωB97M-V/def2-TZVPD.

Properties
E_HOMO (eV): -7.21
Energy above the lowest of the compared OMol25 structures with the same formula, charge and spin (kcal per mole): 139.7
LUMO (eV): -1.057

Structure (XYZ):
```
18
C4H9N5, DFT ωB97M-V/def2-TZVPD
C -0.2592 0.7460 2.5122
C -0.7469 -0.9403 -2.1029
N -0.2478 -0.7437 -0.7473
N 0.9438 1.0626 2.0806
C -0.4580 0.4373 -0.0820
N 0.9258 -1.4467 -0.3985
N -1.4099 1.2648 -0.1823
C 1.2071 1.1394 0.5803
N 2.0959 1.4810 -0.1038
H 1.7465 1.1020 2.7063
H 1.6927 -1.1994 -1.0230
H 0.7411 -2.4406 -0.4560
H -2.0993 1.1104 -0.9173
H -1.1396 1.0561 1.9644
H -0.3463 0.3683 3.5291
H -0.0415 -0.5466 -2.8460
H -1.7085 -0.4428 -2.2289
H -0.8959 -2.0077 -2.2849
```

---

Entry 2:
C34H27AuBrNP2 as an isolated structure in a non-equilibrium geometry, computed with ωB97M-V/def2-TZVPD.

Properties
E_HOMO (alpha / beta) (eV): -13.70 / -13.66
Energy above the lowest of the compared OMol25 structures with the same formula, charge and spin (kcal per mole): 0.0
Net charge: +2
LUMO (alpha / beta) (eV): -8.546 / -8.419

Structure (XYZ):
```
66
C34H27AuBrNP2, DFT ωB97M-V/def2-TZVPD
Au 0.7677 0.5213 -1.0660
Br 1.3192 0.8178 -3.6446
C 0.4186 2.4853 -3.7075
C 0.1281 3.0258 -4.9124
C -0.4849 4.3052 -4.9537
C -0.7387 4.9797 -3.8017
C -0.4234 4.4154 -2.5361
C -0.6512 5.1301 -1.3314
C -0.3322 4.5948 -0.1247
C 0.1969 3.2757 -0.0416
C 0.4053 2.5924 -1.1955
C 0.1467 3.1201 -2.4837
H 0.3679 2.5029 -5.8287
H -0.7304 4.7409 -5.9127
H -1.1801 5.9684 -3.8307
H -1.0824 6.1210 -1.3928
H -0.4914 5.1572 0.7861
H 0.3974 2.8485 0.9264
N -0.2353 -1.1291 1.3087
P 1.0968 -0.1452 1.4811
C 1.0182 0.4066 3.1641
C 0.9402 -0.5808 4.1548
C 0.8696 -0.1886 5.4794
C 0.8868 1.1653 5.8099
C 0.9758 2.1375 4.8245
C 1.0422 1.7621 3.4907
C 2.5337 -1.0810 1.1061
C 2.4755 -2.4428 0.7889
C 3.6552 -3.1172 0.5208
C 4.8686 -2.4386 0.5444
C 4.9233 -1.0795 0.8500
C 3.7579 -0.3928 1.1221
P -0.7381 -1.2121 -0.3497
C -2.4490 -0.7108 -0.3669
C -3.4284 -1.6378 0.0097
C -4.7612 -1.2634 0.0284
C -5.1246 0.0272 -0.3431
C -4.1582 0.9466 -0.7290
C -2.8195 0.5830 -0.7428
C -0.6408 -2.9142 -0.8825
C -0.7699 -3.9808 0.0082
C -0.7177 -5.2842 -0.4664
C -0.5306 -5.5208 -1.8235
C -0.4059 -4.4604 -2.7100
C -0.4572 -3.1557 -2.2421
H -0.9668 -0.9664 1.9947
H 0.9481 -1.6338 3.8990
H 0.8105 -0.9377 6.2576
H 0.8372 1.4593 6.8497
H 0.9951 3.1850 5.0929
H 1.1197 2.5188 2.7200
H 1.5321 -2.9713 0.7779
H 3.6290 -4.1756 0.2988
H 5.7840 -2.9729 0.3226
H 5.8739 -0.5635 0.8739
H 3.7977 0.6654 1.3593
H -3.1575 -2.6533 0.2723
H -5.5176 -1.9789 0.3222
H -6.1692 0.3111 -0.3401
H -4.4481 1.9459 -1.0254
H -2.0738 1.3066 -1.0527
H -0.9090 -3.8017 1.0686
H -0.8257 -6.1144 0.2192
H -0.4786 -6.5379 -2.1898
H -0.2627 -4.6495 -3.7657
H -0.3585 -2.3303 -2.9398
```

---

Entry 3:
C16H19B2CoF4N4O6 as an isolated structure in a non-equilibrium geometry, computed with ωB97M-V/def2-TZVPD.

Properties
E_HOMO (alpha / beta) (eV): -12.31 / -12.28
Energy above the lowest of the compared OMol25 structures with the same formula, charge and spin (kcal per mole): 16.7
Net charge: +1
⟨S²⟩: 0.76
LUMO (alpha / beta) (eV): -5.920 / -5.915
Multiplicity: 2

Structure (XYZ):
```
52
C16H19B2CoF4N4O6, DFT ωB97M-V/def2-TZVPD
Co 0.3225 0.1499 -0.2520
C -0.3011 3.8115 -2.1083
C -0.1813 2.3872 -1.7131
N 0.2687 2.0043 -0.5658
O 0.7211 2.9197 0.2960
B 0.1225 3.0067 1.7086
F 0.5924 4.1746 2.2161
F -1.2686 2.9814 1.5997
O 0.6137 1.8751 2.5349
N 0.7275 -0.4034 2.6199
C 0.2041 -1.6500 2.4752
C -0.4674 -2.2093 3.6741
C 0.2454 -2.3958 1.2666
N 0.3513 -1.7621 0.1145
O 0.2957 -2.5657 -0.8953
B 0.6403 -1.9330 -2.2140
F 1.7602 -1.0887 -1.9701
F 0.8521 -2.8809 -3.1291
O -0.5102 -1.0310 -2.6486
N -0.4389 0.1256 -1.9744
C -0.4876 1.2516 -2.5937
C -0.7082 1.3801 -4.0557
C 0.0468 -3.8832 1.2673
H -0.3611 4.4291 -1.2160
H -1.1741 3.9689 -2.7393
H 0.5845 4.1223 -2.6685
H -0.7218 -1.4086 4.3668
H 0.2280 -2.8787 4.1917
H -1.3573 -2.7843 3.4205
H -0.5270 0.4225 -4.5366
H -0.0412 2.1380 -4.4658
H -1.7336 1.6854 -4.2738
H 0.1578 -4.3064 2.2600
H 0.7707 -4.3396 0.5939
H -0.9416 -4.1267 0.8724
C 3.1855 -0.1070 2.7753
C 1.9626 -0.0522 1.9417
O 1.9589 0.2962 0.7879
C -0.1244 0.8152 2.9916
C -0.2866 0.9593 4.4797
C -1.4857 1.1226 5.0374
C -2.6998 1.0435 4.2419
C -2.6883 0.7977 2.9185
C -1.4481 0.6192 2.2177
O -1.3683 0.2471 1.0546
H 4.0697 -0.2016 2.1506
H 3.1322 -0.8955 3.5227
H 3.2404 0.8526 3.3026
H 0.6388 1.0556 5.0346
H -1.5727 1.3217 6.0969
H -3.6483 1.1851 4.7438
H -3.5972 0.7475 2.3345
```

---

Entry 4:
An isolated ion of composition C8H11N2 and charge +1 in a non-equilibrium geometry, computed with ωB97M-V/def2-TZVPD.

Properties
E_HOMO (alpha / beta) (eV): -11.28 / -11.44
Energy above the lowest of the compared OMol25 structures with the same formula, charge and spin (kcal per mole): 113.2
Net charge: +1
LUMO (alpha / beta) (eV): -4.379 / -4.335

Structure (XYZ):
```
21
C8H11N2, DFT ωB97M-V/def2-TZVPD
C 0.3567 -1.3426 -0.0145
C -0.4223 -0.8865 -1.0334
C 0.1659 -0.6680 1.1629
C -1.1244 0.1748 -0.4923
C 1.4443 -2.0758 -0.5638
C -0.0375 -1.2960 -2.2434
C -0.4812 2.5941 1.3872
C -1.0657 1.2888 1.7919
N -0.8220 0.2191 0.7740
N 1.3291 -1.8128 -1.9358
H 0.7090 -0.8204 2.0900
H -2.0055 0.7193 -0.7600
H 2.3902 -2.5578 -0.2460
H -0.3573 -1.0398 -3.2729
H -1.3322 3.2094 1.4041
H 0.3789 3.0750 1.8187
H -0.1346 2.5300 0.3424
H -0.3511 0.7640 2.5671
H -2.1395 1.2830 2.0812
H 1.6865 -0.8811 -2.1621
H 1.8126 -2.4770 -2.6955
```

---

Entry 5:
C37H35FeGeNO3S2 as an isolated structure in a non-equilibrium geometry, computed with ωB97M-V/def2-TZVPD.

Properties
E_HOMO (alpha / beta) (eV): -16.07 / -16.12
Energy above the lowest of the compared OMol25 structures with the same formula, charge and spin (kcal per mole): 8.5
Net charge: +3
⟨S²⟩: 8.77
LUMO (alpha / beta) (eV): -9.442 / -10.729
Multiplicity: 6

Structure (XYZ):
```
80
C37H35FeGeNO3S2, DFT ωB97M-V/def2-TZVPD
Fe 0.5517 -0.1833 -0.6484
O -0.5228 -0.3046 -2.2201
S -0.7414 -0.1546 -3.7661
C 0.4279 -1.3101 -4.5765
C 1.5703 -1.8207 -3.7089
C 1.2036 -3.0227 -2.8357
C 2.3941 -3.5466 -2.0369
S 2.7209 -2.6546 -0.4822
O 2.1079 -1.2478 -0.7272
C 1.6431 -3.4515 0.6691
C 2.2787 -4.2765 1.5893
C 1.5104 -4.9565 2.5268
C 0.1340 -4.7905 2.5450
C -0.4902 -3.9501 1.6257
C 0.2613 -3.2783 0.6767
C -0.0669 1.4166 -4.1990
C 1.0181 1.9787 -3.5381
C 1.5087 3.1943 -3.9846
C 0.9227 3.8227 -5.0795
C -0.1628 3.2497 -5.7286
C -0.6738 2.0370 -5.2860
H 0.8040 -0.7191 -5.4123
H -0.1980 -2.1098 -4.9741
H 1.9821 -0.9991 -3.1214
H 2.3687 -2.1205 -4.3916
H 0.8653 -3.8330 -3.4852
H 0.3650 -2.8074 -2.1706
H 3.3232 -3.4924 -2.6058
H 2.2605 -4.5794 -1.7107
H 3.3566 -4.3858 1.5823
H 1.9926 -5.6068 3.2437
H -0.4609 -5.3228 3.2752
H -1.5666 -3.8396 1.6366
H -0.2426 -2.6660 -0.0641
H 1.4942 1.4821 -2.6999
H 2.3578 3.6469 -3.4904
H 1.3198 4.7657 -5.4310
H -0.6165 3.7453 -6.5761
H -1.5270 1.5880 -5.7817
O -0.7608 0.5843 1.2311
C 0.3322 0.2901 1.5981
Ge -2.8902 1.4408 -1.4597
C -2.1145 3.0769 -0.9515
C -1.8302 3.9538 -2.0097
C -1.2887 5.2001 -1.7468
C -0.9961 5.5620 -0.4382
C -1.2496 4.6869 0.6168
C -1.7976 3.4446 0.3660
C -3.9798 0.2153 -0.5526
C -4.0147 0.0760 0.8438
C -4.8854 -0.8295 1.4166
C -5.7082 -1.6107 0.6066
C -5.6639 -1.4955 -0.7776
C -4.7907 -0.5951 -1.3621
H -3.0911 1.3811 -2.9746
H -2.0669 3.6790 -3.0319
H -1.0992 5.8924 -2.5558
H -0.5795 6.5394 -0.2329
H -1.0351 4.9931 1.6318
H -2.0310 2.7873 1.1935
H -3.4011 0.7025 1.4786
H -4.9448 -0.9207 2.4927
H -6.4000 -2.3071 1.0623
H -6.3128 -2.1019 -1.3942
H -4.7703 -0.4945 -2.4413
C 0.9514 0.2171 2.9875
C -0.0907 0.4108 4.0502
C -0.8962 -0.6608 4.4268
C -1.8686 -0.4902 5.3941
C -2.0424 0.7628 5.9827
C -1.2332 1.8349 5.6139
C -0.2618 1.6573 4.6428
C -3.0731 0.9454 6.9672
N -3.9149 1.0972 7.7326
H 1.4696 -0.7442 3.0330
H 1.7320 0.9847 2.9825
H -0.7496 -1.6370 3.9773
H -2.4910 -1.3173 5.7066
H -1.3658 2.7952 6.0928
H 0.3756 2.4887 4.3660
```

---

Entry 6:
C8H12IrO2S2 as an isolated structure, computed with ωB97M-V/def2-TZVPD.

Properties
E_HOMO (eV): -3.52
Energy above the lowest of the compared OMol25 structures with the same formula, charge and spin (kcal per mole): 4.8
Net charge: -1
LUMO (eV): 3.052

Structure (XYZ):
```
25
C8H12IrO2S2, DFT ωB97M-V/def2-TZVPD
Ir 1.3802 -0.7972 0.1093
C -1.4588 1.4576 3.0730
C -0.6042 0.9727 1.9193
S 0.3216 -0.4859 2.2314
C -0.5436 1.6252 0.7545
C -1.2919 2.8947 0.4429
S 0.4627 1.0870 -0.5930
H -1.3889 0.7603 3.9065
H -2.5124 1.5380 2.7924
H -1.1341 2.4382 3.4319
H -1.9446 3.1917 1.2629
H -1.9068 2.7765 -0.4538
H -0.5982 3.7183 0.2489
C -1.2318 -1.8909 -0.8237
C 0.2239 -2.1782 -0.5392
O 0.6736 -3.3140 -0.5696
H -1.7382 -2.8011 -1.1500
H -1.3062 -1.1057 -1.5771
H -1.6811 -1.5030 0.0923
C 2.4928 -1.6304 -2.7456
C 2.7150 -0.9120 -1.4266
O 3.8195 -0.4283 -1.2089
H 3.3828 -1.5572 -3.3730
H 1.6312 -1.1834 -3.2482
H 2.2377 -2.6730 -2.5568
```

---

Entry 7:
C6H11ClF3NO in the gas phase, computed with ωB97M-V/def2-TZVPD.

Properties
SMILES: CCCOC[C@@H](NCl)C(F)(F)F
E_HOMO (eV): -9.77
Energy above the lowest of the compared OMol25 structures with the same formula, charge and spin (kcal per mole): 0.0
LUMO (eV): 0.826

Structure (XYZ):
```
23
C6H11ClF3NO, DFT ωB97M-V/def2-TZVPD
C -2.3181 -1.6627 -1.1111
C -1.4271 -2.1398 0.0354
C 0.0099 -1.6860 -0.1164
O 0.0671 -0.2880 0.1205
C 1.3792 0.2025 0.2223
C 1.3123 1.7336 0.2206
N 0.3824 2.2615 -0.7713
Cl 1.1006 2.2122 -2.3450
C 0.9582 2.2841 1.6000
F 0.6974 3.5874 1.5819
F 2.0041 2.0841 2.4286
F -0.0961 1.6685 2.1538
H -3.3652 -1.6057 -0.8106
H -2.0190 -0.6678 -1.4491
H -2.2526 -2.3372 -1.9673
H -1.8032 -1.7612 0.9896
H -1.4325 -3.2308 0.1013
H 0.6703 -2.2108 0.5858
H 0.3693 -1.8908 -1.1367
H 1.8703 -0.1611 1.1343
H 1.9761 -0.1189 -0.6421
H 2.3112 2.1205 0.0136
H -0.3944 1.6064 -0.8380
```

---

Entry 8:
C2H3NOS2 as an isolated structure in a non-equilibrium geometry, computed with ωB97M-V/def2-TZVPD.

Properties
E_HOMO (eV): -8.91
Energy above the lowest of the compared OMol25 structures with the same formula, charge and spin (kcal per mole): 64.8
LUMO (eV): 0.668

Structure (XYZ):
```
9
C2H3NOS2, DFT ωB97M-V/def2-TZVPD
C -1.4137 0.8919 0.7133
C 0.6266 0.0344 -0.5282
N -1.8116 -0.2241 0.3870
O 0.1102 1.1688 -0.1726
S -0.9656 -1.2502 -0.5001
S 1.9632 -0.6624 0.5396
H -1.6712 1.6183 1.5006
H 0.8948 0.0851 -1.6538
H 2.2673 -1.6619 -0.2859
```

---

Entry 9:
An isolated ion of composition C2H3N4O3S and charge -1 in a non-equilibrium geometry, computed with ωB97M-V/def2-TZVPD.

Properties
SMILES: O=S(=O)([O-])Nn1cnnc1
E_HOMO (eV): -5.84
Energy above the lowest of the compared OMol25 structures with the same formula, charge and spin (kcal per mole): 15.6
Net charge: -1
LUMO (eV): 3.643

Structure (XYZ):
```
13
C2H3N4O3S, DFT ωB97M-V/def2-TZVPD
C -1.6331 -0.5759 0.5341
C -0.8661 1.0665 -0.5920
N -2.5025 0.3950 0.6172
N -2.0180 1.4274 -0.0895
N -0.5820 -0.2068 -0.2332
N 0.5158 -0.9243 -0.6118
O 1.5244 0.2521 1.3843
O 1.9575 1.1848 -0.8345
O 3.0048 -0.9146 -0.1674
S 1.9111 0.0139 0.0092
H -1.7190 -1.5393 0.9938
H -0.2085 1.6704 -1.1797
H 0.6156 -1.8492 0.1695
```

---

Entry 10:
A 2-piece molecular cluster, C7H11NO2 overall in a non-equilibrium geometry, computed with ωB97M-V/def2-TZVPD.

Properties
E_HOMO (eV): -9.57
Energy above the lowest of the compared OMol25 structures with the same formula, charge and spin (kcal per mole): 95.9
LUMO (eV): -0.422

Structure (XYZ):
```
21
C7H11NO2, DFT ωB97M-V/def2-TZVPD
C 0.0511 -0.3875 1.1689
C -0.0449 0.6368 -0.6523
C 0.4041 0.5690 2.2893
C 0.5064 -1.8133 1.4217
C -0.0690 1.1900 -3.2485
N -1.3544 -0.3382 0.7787
C 1.0975 0.0689 -0.2961
C -1.4179 0.1427 -0.5033
O 2.2763 -0.1089 -0.3119
O -2.3839 0.2635 -1.2221
H -2.0789 -0.9167 1.1787
H 0.1044 1.4110 -2.1524
H 1.4850 0.6014 2.4353
H -0.0514 0.2233 3.2224
H 0.0262 1.5686 2.0787
H 1.5742 -1.8498 1.6309
H -0.0272 -2.2019 2.2957
H 0.2803 -2.4558 0.5703
H 0.7004 0.5035 -3.5866
H -0.0181 2.1400 -3.7784
H -1.0602 0.7533 -3.3191
```

---

Entry 11:
C5H10O in the gas phase in a non-equilibrium geometry, computed with ωB97M-V/def2-TZVPD.

Properties
SMILES: CC1(C)C[C@H]1O
E_HOMO (eV): -8.46
Energy above the lowest of the compared OMol25 structures with the same formula, charge and spin (kcal per mole): 61.7
LUMO (eV): 0.900

Structure (XYZ):
```
16
C5H10O, DFT ωB97M-V/def2-TZVPD
C 1.2928 -0.7912 -0.0026
C -0.0095 0.0135 -0.2847
C -0.9132 -0.5682 -1.3010
C -0.4582 -0.0793 1.2592
C -0.3946 1.1742 0.4916
O 0.5242 2.1132 0.9246
H 1.6057 -0.8256 -1.0353
H 2.0837 -0.3151 0.5713
H 1.2908 -1.8409 0.3408
H -1.9662 -0.5294 -1.0179
H -0.7520 -1.6123 -1.5836
H -0.8610 -0.0333 -2.2500
H -1.4169 -0.5335 1.4407
H 0.2309 -0.1316 2.1062
H -1.3559 1.5936 0.2130
H 1.0868 2.3476 0.1750
```

---

Entry 12:
A 2-piece molecular cluster, C4H9NO overall in a non-equilibrium geometry, computed with ωB97M-V/def2-TZVPD.

Properties
E_HOMO (eV): -8.41
Energy above the lowest of the compared OMol25 structures with the same formula, charge and spin (kcal per mole): 161.2
LUMO (eV): -2.142

Structure (XYZ):
```
15
C4H9NO, DFT ωB97M-V/def2-TZVPD
O -0.9100 1.9378 0.1659
C -0.1596 1.0118 -0.1535
C -0.1183 -0.3024 0.8107
C -0.8939 -0.3357 -0.4403
C -0.3433 -1.2655 -1.5260
N 0.9684 -1.1202 0.9579
H 0.8114 1.1297 -0.6724
H -0.6238 -0.2430 1.7728
H 1.4202 2.3326 2.0428
H -1.9228 -0.0060 -0.5439
H 0.2144 -0.6690 -2.2524
H -1.1780 -1.7644 -2.0241
H 0.1564 -2.0557 -0.9567
H 0.7561 2.0698 2.2602
H 1.8230 -0.7198 0.5589
```